C29H40MnN4O5SSi | wB97M-V/def2-TZVPD

Properties
Charge: -2
HOMO energy (spin up / spin down) in Ha: 0.02119 / -0.03972
Spin multiplicity: 6
Lowest unoccupied orbital energy (spin up / spin down) in eV: 4.3 / 4.3
Energy above the lowest of the compared OMol25 structures with the same formula, charge and spin in kcal/mol: 23.4

Cartesian coordinates (Å):
Mn: 0.26731 0.54346 -0.02571
S: -2.44013 -1.14088 -0.32401
Si: -0.09328 -3.14757 0.39735
O: 2.09780 0.70152 3.54493
O: -1.03841 -1.95835 -0.26999
O: 0.53240 0.44138 1.96460
O: -3.25999 -1.74381 0.70730
O: 4.04868 1.37637 -1.24742
N: 0.59237 0.57856 -2.13125
N: -1.85846 0.27692 -0.17612
N: -0.57944 2.57486 -0.38260
N: 2.16851 0.82578 -0.02195
C: -3.06133 -1.06800 -4.22859
C: -4.01223 -2.51269 -2.03076
C: 0.30765 -4.20384 -1.15682
C: -0.48293 4.96321 -0.65629
C: -2.67188 1.43255 -0.30776
C: 0.11546 3.73883 -0.48951
C: -1.36800 -3.00374 2.86967
C: 1.73022 0.68862 2.37071
C: -0.92522 -4.06433 1.84468
C: -4.74852 2.63823 -0.46672
C: 2.77941 0.97441 1.27926
C: -4.35436 -2.56708 -5.82287
C: 2.85675 1.05167 -1.12917
C: -4.06609 1.43673 -0.31702
C: -2.65755 3.87091 -0.57955
C: 1.13808 -5.45292 -0.85612
C: -2.14648 -4.87836 1.40647
C: -4.36853 -2.87394 -3.30166
C: 0.07990 -4.99095 2.54400
C: 1.10582 -3.29201 -2.10504
C: -1.95363 2.64397 -0.42254
C: -4.06407 3.83610 -0.60005
C: -2.67707 -0.66836 -2.97630
C: -0.97209 -4.61673 -1.89335
C: 1.50458 -2.44671 1.05345
C: -3.13261 -1.39407 -1.82377
C: -1.88608 5.06087 -0.70992
C: -3.89566 -2.18723 -4.44432
C: 2.01391 0.88214 -2.40286
H: -4.60754 0.50588 -0.20808
H: -4.60739 4.76860 -0.71793
H: 1.45527 -3.86987 -2.96959
H: 2.17907 -3.29145 1.24176
H: 0.91821 -4.42668 2.95761
H: -1.77091 -3.50862 3.75764
H: 3.17623 1.98395 1.43043
H: 2.46314 0.07886 -2.98997
H: -3.60004 -2.32141 -6.57547
H: 0.13857 5.84820 -0.73534
H: 1.34732 -1.91833 1.99342
H: 2.06788 -5.21181 -0.33302
H: -4.38106 -3.05300 -1.16896
H: -2.72544 -0.49114 -5.08642
H: -0.53934 -2.37157 3.19388
H: -2.38374 6.01546 -0.83366
H: 0.47881 -5.76232 1.88378
H: -0.71280 -5.10465 -2.84230
H: 1.40670 -5.95741 -1.79296
H: -2.14538 -2.35887 2.46479
H: 2.01025 -1.76081 0.37309
H: -2.85428 -4.26371 0.84774
H: -5.83319 2.63365 -0.47720
H: 0.46828 -2.48682 -2.47716
H: 0.58184 -6.17066 -0.25003
H: 2.11977 1.79995 -2.98517
H: 0.00080 1.38664 -2.29817
H: 3.61971 0.28811 1.43108
H: -2.07459 0.21958 -2.83642
H: -1.57277 -5.32152 -1.31526
H: -1.59961 -3.75547 -2.12782
H: -0.42049 -5.49649 3.37921
H: -2.66656 -5.26705 2.29158
H: 0.25357 -0.18671 -2.70212
H: 1.19563 3.64594 -0.42766
H: -5.27975 -2.05184 -6.11831
H: -4.55134 -3.64079 -5.89138
H: 1.97883 -2.84317 -1.62746
H: -5.03858 -3.71917 -3.43828
H: -1.85870 -5.73521 0.79163

C29H41CsNP2 | wB97M-V/def2-TZVPD

Properties
Charge: -1
HOMO energy in Ha: -0.13641
Spin multiplicity: 1
Lowest unoccupied orbital energy in eV: 2.2

Cartesian coordinates (Å):
Cs: 1.28797 -1.37039 -1.27882
P: 1.16887 -1.27779 1.96408
P: -1.12283 0.69651 -2.17752
N: 0.09507 0.98091 0.59688
C: 3.02467 2.18081 3.30558
C: -0.46303 -1.49909 2.88278
C: 2.14707 -2.31809 4.56958
C: 0.66757 2.31771 -3.52472
C: 2.24837 -2.40309 3.04458
C: 1.14997 -3.68719 -3.41332
C: 1.03977 1.38171 1.47808
C: -2.65153 3.31351 1.29738
C: -1.74853 1.71631 -0.80862
C: -0.80363 1.91141 -3.59532
C: 2.94277 -3.87209 -2.04782
C: -1.62383 -1.51629 1.89298
C: -1.49463 2.59351 1.42638
C: -3.75213 0.47571 -3.62392
C: -2.63673 -0.22859 -2.85072
C: 2.14567 -2.83229 -3.89242
C: 2.64477 0.85241 3.22098
C: -3.39183 3.24291 0.12178
C: 1.47797 2.72081 1.56048
C: -2.92663 2.44721 -0.90222
C: 3.25507 -2.94569 -3.04782
C: 2.44667 3.10971 2.45028
C: 1.64217 -4.32899 -2.27422
C: -0.68403 -0.44909 3.96428
C: -0.98623 1.75691 0.39418
C: 3.69897 -2.30379 2.57388
C: 1.67057 0.43151 2.32548
C: -3.22483 -1.00789 -1.67942
C: -1.66053 3.17171 -3.68392
H: -1.34193 3.77211 -4.53992
H: 2.75807 4.14681 2.49198
H: 0.92117 2.98951 -4.34632
H: -4.34163 1.12401 -2.98072
H: -1.69023 -0.56389 1.37598
H: 1.88427 -3.40189 2.75128
H: 3.61947 -4.23009 -1.27742
H: 1.13927 -2.53419 4.91658
H: 4.21957 -2.46539 -3.19432
H: 0.15567 -0.40599 4.65468
H: -3.49783 2.40391 -1.81402
H: -3.98653 -1.71069 -2.01842
H: -2.71443 2.95161 -3.82492
H: -4.43073 -0.27489 -4.03182
H: 2.43337 -1.33969 4.94388
H: -2.99753 3.93281 2.11568
H: -0.94913 1.30761 -4.50232
H: 2.09687 -2.24359 -4.80442
H: -0.40343 -2.49839 3.33778
H: 0.86547 2.83351 -2.58622
H: -2.44483 -1.56199 -1.15802
H: -2.17273 -0.94419 -3.54652
H: 1.03337 3.44831 0.89288
H: -3.67953 -0.32209 -0.96612
H: -3.36773 1.05021 -4.46212
H: -2.56583 -1.70239 2.41108
H: 4.30707 -3.09059 3.02158
H: 3.75567 -2.40559 1.48938
H: -1.58793 -0.66809 4.53688
H: 1.13097 -5.10349 -1.70812
H: 4.13797 -1.34609 2.84058
H: -1.48253 -2.30089 1.14908
H: 1.31957 1.44611 -3.58112
H: 2.81267 -3.05399 5.02418
H: -4.31413 3.79541 0.00848
H: -1.55073 3.76891 -2.78012
H: 3.76897 2.49031 4.02848
H: -0.94293 2.63901 2.35748
H: -0.79093 0.53091 3.50518
H: 0.19037 -3.87659 -3.88722
H: 3.12057 0.15301 3.88848

C29H41N6Si2V | wB97M-V/def2-TZVPD

Properties
Charge: +1
HOMO energy (spin up / spin down) in Ha: -0.39260 / -0.39498
Spin multiplicity: 2
Lowest unoccupied orbital energy (spin up / spin down) in eV: -3.2 / -2.9
Energy above the lowest of the compared OMol25 structures with the same formula, charge and spin in kcal/mol: 0.0

Cartesian coordinates (Å):
V: 0.20613 -0.35952 -0.06583
Si: -2.81486 -2.01157 0.50048
Si: 1.56465 2.82863 0.43204
N: 0.23561 -2.65701 -0.28157
N: -1.63628 -0.71414 0.14774
N: 0.30386 0.13767 -2.08995
N: 0.62817 -0.59042 2.04972
N: 1.23514 -3.38522 -1.00883
N: 0.74613 1.47017 -0.35410
C: -2.10301 -3.16816 1.80737
C: 0.46505 1.42325 -1.69859
C: -0.27759 0.82688 -4.26377
C: 1.88998 -0.92524 2.38401
C: -0.09845 2.15595 -3.87904
C: -2.34314 1.60424 0.64189
C: -3.18306 -2.99423 -1.05932
C: 4.47592 -1.12454 -0.96141
C: -2.88463 0.63736 -1.48925
C: -0.08329 -0.17821 -3.33498
C: 0.41118 4.29662 0.54587
C: -0.28621 -0.42509 3.01616
C: -4.38095 -1.23875 1.14809
C: -2.29237 0.52045 -0.23134
C: -0.27619 -1.62597 -3.66491
C: -3.58215 2.88081 -0.98017
C: 3.08723 3.21977 -0.57166
C: -2.98412 2.77569 0.26704
C: 0.00414 -0.56685 4.35453
C: 5.00550 -1.35697 0.30259
C: 2.26516 -0.81025 -0.01971
C: 2.04961 2.34977 2.16692
C: 2.24295 -1.10926 3.71906
C: 0.26572 2.47954 -2.58832
C: 4.17580 -1.31131 1.40785
C: -3.52902 1.80773 -1.85843
C: 3.12249 -0.85613 -1.11852
C: 2.81573 -1.03766 1.24616
C: 1.29997 -0.92170 4.70848
H: -3.98658 1.88257 -2.83642
H: 1.57086 -1.05098 5.74796
H: 1.22376 -4.36020 -0.73027
H: 3.76030 2.35885 -0.58420
H: 5.12192 -1.15059 -1.83008
H: 3.25466 -1.38542 3.97443
H: 0.18974 -2.26542 -2.91720
H: -0.25739 2.94567 -4.60249
H: 1.19933 1.99710 2.75425
H: -3.21100 -2.36358 -1.94852
H: -4.18324 -0.54647 1.96956
H: 3.62739 4.06468 -0.13870
H: 2.83124 1.58960 2.17897
H: 0.94539 5.13054 1.00971
H: 2.73392 -0.68478 -2.11503
H: -1.22804 -2.76531 2.32129
H: 0.02866 4.64925 -0.41212
H: -1.33993 -1.86448 -3.73737
H: 6.05965 -1.56655 0.42314
H: 2.85213 3.47432 -1.60673
H: -1.87206 1.53887 1.61443
H: -2.82719 -0.19164 -2.18301
H: -2.47793 -3.80868 -1.24608
H: -0.63938 -2.84577 -0.75997
H: -0.44784 4.06435 1.17829
H: -0.76849 -0.41353 5.09367
H: -4.16827 -3.45839 -0.96555
H: 4.59635 -1.48225 2.39031
H: -1.28424 -0.18374 2.67913
H: -0.55935 0.57275 -5.27573
H: -4.08540 3.79515 -1.26460
H: 2.44466 3.23518 2.67132
H: -3.01905 3.61035 0.95539
H: 0.17026 -1.85847 -4.63183
H: 0.38011 3.50373 -2.26935
H: 0.13649 -3.00954 0.66798
H: -4.92835 -0.69126 0.38002
H: -5.03190 -2.03077 1.52710
H: 2.13962 -2.98855 -0.78293
H: -2.85379 -3.34836 2.57984
H: -1.83775 -4.14454 1.39506

What did we get for E_tot? Answer: -3563.08491 -1887.26897 -2981.16111 Ha, in the order shown.